(1)
Computed, not measured: a structure of composition C24H30CrN10O12 in a non-equilibrium geometry, with wB97M-V/def2-TZVPD.

Last column: Löwdin charge in e.
Cartesian coordinates (Å):
Cr: 1.8030 -2.0360 2.1459  1.22
N: 1.4085 0.9427 3.6837  -0.52
O: 0.4314 1.6849 3.6377  0.01
O: 2.4111 1.1868 4.3797  0.02
O: 1.4007 -0.1886 3.0600  -0.17
N: 0.4874 -1.3678 -0.0041  -0.45
O: 0.0728 -0.5550 -0.7769  0.11
O: 1.6594 -1.8732 -0.0033  -0.05
O: 0.0325 -1.5030 1.1770  -0.08
N: 1.8582 -4.6934 1.7784  -0.54
O: 2.8649 -3.9360 1.6280  -0.04
O: 1.7884 -5.8315 1.4002  0.13
O: 0.9432 -4.0415 2.3156  -0.06
N: 4.8185 -0.7554 2.4206  -0.53
O: 5.8784 -0.7182 1.7780  0.01
O: 4.8210 -0.3718 3.6018  0.02
O: 3.7462 -1.2201 1.9139  -0.13
N: 1.9105 0.4498 -4.8936  0.02
C: 1.6346 -0.4191 -3.8858  -0.16
C: 2.7848 -0.9629 -3.3799  -0.10
C: 3.8130 -0.4823 -4.2168  -0.12
C: 3.2433 0.3008 -5.1892  -0.15
H: 1.2947 1.0331 -5.4265  0.14
H: 0.6297 -0.5212 -3.5013  0.09
H: 2.9155 -1.5181 -2.4661  0.09
H: 4.8501 -0.7739 -4.1547  0.09
H: 3.6410 0.7226 -6.0989  0.10
N: -4.6963 -0.8741 1.7725  0.03
C: -3.3295 -0.7214 1.5662  -0.12
C: -3.1128 0.4278 0.8609  -0.13
C: -4.3611 1.0598 0.7112  -0.11
C: -5.3236 0.2338 1.2599  -0.14
H: -5.1833 -1.6373 2.2016  0.14
H: -2.6840 -1.5396 1.8372  0.09
H: -2.1864 0.8483 0.5025  0.10
H: -4.5660 2.0275 0.2821  0.09
H: -6.3994 0.2959 1.2696  0.10
N: -3.4773 -0.8646 -1.9281  0.02
C: -4.4160 -1.7681 -2.3186  -0.13
C: -4.1462 -2.0411 -3.6412  -0.13
C: -3.0456 -1.2478 -4.0350  -0.12
C: -2.6705 -0.4849 -2.9549  -0.13
H: -3.3399 -0.5807 -0.9630  0.09
H: -5.1313 -2.1035 -1.5871  0.10
H: -4.7068 -2.7107 -4.2750  0.08
H: -2.5883 -1.2274 -5.0116  0.08
H: -1.8342 0.1532 -2.7244  0.08
N: -0.5280 -3.2796 4.9795  0.01
C: -0.1207 -2.4583 5.9787  -0.14
C: -0.4619 -1.1630 5.6665  -0.09
C: -1.0911 -1.1849 4.3980  -0.11
C: -1.1263 -2.5103 4.0195  -0.18
H: -0.5293 -4.2815 5.0067  0.15
H: 0.3902 -2.8062 6.8624  0.10
H: -0.2742 -0.2534 6.2135  0.10
H: -1.4745 -0.3369 3.8563  0.09
H: -1.4894 -2.9895 3.1234  0.10
N: 0.3419 3.8606 -2.8406  0.02
C: -0.3525 4.8154 -3.5123  -0.16
C: -1.6748 4.4776 -3.4927  -0.12
C: -1.7964 3.2428 -2.8003  -0.11
C: -0.5212 2.8681 -2.4577  -0.15
H: 1.3409 3.7721 -2.7684  0.15
H: 0.1686 5.6669 -3.9195  0.10
H: -2.4724 5.0900 -3.8839  0.09
H: -2.7028 2.7224 -2.5382  0.08
H: -0.2299 1.8796 -2.1390  0.08
N: 2.1469 3.0062 1.1967  0.01
C: 1.7835 1.9959 0.3449  -0.15
C: 2.9342 1.4424 -0.1898  -0.08
C: 3.9980 2.0842 0.5012  -0.12
C: 3.4947 2.9758 1.4036  -0.13
H: 1.5282 3.6886 1.5942  0.14
H: 0.7632 1.8573 0.0264  0.08
H: 3.0033 0.6379 -0.9026  0.08
H: 5.0207 1.7407 0.4351  0.09
H: 3.9871 3.6426 2.0897  0.11

- Expectation value of S²: 3.82
- Spin multiplicity: 4
- Energy relative to the best compared isomer or geometry (same formula, charge and spin): 0.0 kJ/mol
- Net charge: -1
- LUMO energy (alpha / beta): -0.300 / 1.313 eV
- DFT total energy: -93253.2457 eV
- HOMO level (alpha / beta): -5.606 / -5.606 eV


(2)
Computed, not measured: a cluster of 9 separate species, C26H74N4O9 in total in a non-equilibrium geometry, with wB97M-V/def2-TZVPD.

Last column: Löwdin charge in e.
Cartesian coordinates (Å):
C: -0.8310 4.2257 0.7024  -0.01
C: -0.1061 5.3022 1.5133  -0.39
C: 1.0237 4.6075 2.2624  -0.07
O: 1.7688 3.7210 1.3531  -0.06
C: 2.8727 4.4181 0.7187  -0.01
N: 0.2338 6.3949 0.7307  0.22
H: -0.1785 3.7965 -0.0579  0.07
H: -1.8259 4.5476 0.3948  0.11
H: -1.0001 3.3081 1.2658  0.07
H: -0.7912 5.6615 2.2812  0.17
H: 0.6271 4.1171 3.1514  0.16
H: 1.6391 5.3868 2.7118  0.14
H: 3.3746 4.1062 -0.1973  0.11
H: 3.6722 4.6362 1.4267  0.12
H: 2.4602 5.3714 0.3883  0.08
H: 1.0629 6.0764 0.2498  0.08
H: 0.6712 7.0775 1.3331  0.14
C: 1.5530 1.1651 -5.8670  -0.08
C: 1.1185 2.6191 -6.1824  -0.45
C: 0.3518 3.2413 -5.0344  -0.20
O: 1.2751 3.4889 -4.0083  -0.16
C: 0.7897 3.7978 -2.7313  -0.13
N: 2.3045 3.2382 -6.6728  0.05
H: 2.2935 0.9170 -6.6274  0.08
H: 0.7480 0.4453 -5.7191  0.08
H: 2.1466 1.1253 -4.9537  0.06
H: 0.4381 2.3740 -6.9979  0.14
H: -0.4023 2.5268 -4.7043  0.12
H: -0.2141 4.1126 -5.3641  0.12
H: -0.1975 4.2442 -2.6119  0.09
H: 1.4368 4.5314 -2.2506  0.07
H: 0.8312 3.0045 -1.9850  0.07
H: 2.9987 3.3632 -5.9500  0.08
H: 2.0019 4.1169 -7.0685  0.08
C: -3.5520 -2.3668 -0.8895  -0.05
C: -3.2185 -2.2654 0.6044  -0.45
C: -4.1956 -3.0025 1.5295  -0.16
O: -5.5216 -2.4452 1.4368  -0.18
C: -6.4867 -3.1774 2.0984  -0.14
N: -1.9551 -2.8365 0.6979  0.04
H: -2.8042 -2.0103 -1.5978  0.08
H: -4.5444 -1.9343 -1.0171  0.07
H: -3.7435 -3.4211 -1.0893  0.08
H: -3.1591 -1.2324 0.9473  0.12
H: -3.7742 -2.7854 2.5111  0.12
H: -4.2822 -4.0885 1.4952  0.12
H: -7.4408 -3.1557 1.5718  0.09
H: -6.7610 -2.8149 3.0891  0.09
H: -6.2466 -4.2406 2.1088  0.08
H: -2.0367 -3.8364 0.5814  0.09
H: -1.5816 -2.7879 1.6351  0.05
C: 0.4629 -4.1098 5.5756  -0.03
C: -0.3632 -3.1404 4.6569  -0.44
C: 0.2877 -1.7956 4.6092  -0.22
O: 0.1305 -0.9378 5.7887  -0.15
C: 1.1423 0.1017 5.7753  -0.11
N: -0.4249 -3.7213 3.3617  0.03
H: -0.1083 -5.0326 5.4742  0.07
H: 0.3825 -3.7719 6.6088  0.08
H: 1.4539 -4.2865 5.1574  0.08
H: -1.3803 -2.8753 4.9456  0.15
H: -0.1727 -1.3116 3.7479  0.10
H: 1.2733 -1.7955 4.1438  0.12
H: 1.1410 0.9026 5.0359  0.06
H: 2.1308 -0.3577 5.7800  0.09
H: 0.9494 0.7319 6.6435  0.08
H: -0.7156 -4.6844 3.4510  0.08
H: 0.4394 -3.8054 2.8459  0.09
C: 0.1098 0.1316 0.9046  -0.05
C: 0.0571 -0.1712 -0.6221  -0.35
O: 0.0721 -1.5116 -0.7188  -0.09
H: 1.0842 -0.2160 1.2478  0.07
H: -0.6470 -0.3722 1.5059  0.06
H: -0.0613 1.2049 0.8210  0.04
H: 0.9071 0.1963 -1.1971  0.11
H: -0.8495 0.2664 -1.0402  0.10
H: -0.8175 -1.7816 -0.4795  0.03
C: 0.7216 -4.5861 -2.0724  -0.05
C: -0.7391 -5.0362 -2.3692  -0.34
O: -0.7510 -6.1607 -3.1794  -0.06
H: 0.5693 -3.9243 -1.2198  0.05
H: 1.1407 -4.0557 -2.9275  0.05
H: 1.4040 -5.4287 -1.9614  0.08
H: -1.3255 -4.2238 -2.7983  0.10
H: -1.2887 -5.2455 -1.4515  0.09
H: -1.3310 -6.7210 -2.6584  0.08
C: -4.4854 1.0592 -0.3413  -0.07
C: -4.1718 1.2443 1.0901  -0.38
O: -2.8281 1.3599 1.3076  -0.08
H: -5.5638 0.9017 -0.3236  0.10
H: -3.9713 0.1623 -0.6870  0.05
H: -4.0776 1.8494 -0.9717  0.08
H: -4.6391 0.4692 1.6975  0.11
H: -4.6681 2.1211 1.5059  0.11
H: -2.2829 1.4715 0.5254  0.05
C: 4.0028 1.0498 3.0105  -0.06
C: 4.4430 1.0110 1.5243  -0.30
O: 5.1888 2.1537 1.1248  -0.07
H: 4.7022 0.8645 3.8258  0.08
H: 3.2137 0.3278 3.2207  0.05
H: 3.4549 1.9894 3.0828  0.05
H: 3.5464 0.8577 0.9238  0.09
H: 4.9655 0.1204 1.1752  0.11
H: 4.9155 2.2785 0.2130  0.07
C: 4.2826 -1.9447 -4.4280  -0.07
C: 2.8170 -1.7296 -4.0817  -0.38
O: 2.6719 -1.4156 -2.7953  -0.05
H: 4.9272 -1.0843 -4.2486  0.07
H: 4.4719 -2.0123 -5.4993  0.07
H: 4.7796 -2.8548 -4.0922  0.07
H: 2.1964 -2.6215 -4.1683  0.10
H: 2.4904 -1.0234 -4.8450  0.08
H: 1.8917 -1.7451 -2.3432  0.06

- Expectation value of S²: 0.76
- Spin multiplicity: 2
- Energy relative to the best compared isomer or geometry (same formula, charge and spin): 463.1 kJ/mol
- Net charge: +1
- LUMO energy (alpha / beta): -2.799 / -8.814 eV
- DFT total energy: -52532.8531 eV
- HOMO level (alpha / beta): -11.090 / -11.090 eV


(3)
Computed, not measured: the molecule C19H27N5O2, with wB97M-V/def2-TZVPD.

Last column: Löwdin charge in e.
Cartesian coordinates (Å):
C: -7.6330 -2.9649 -0.6965  -0.11
C: -6.5836 -1.8707 -0.8482  -0.26
C: -6.5665 -0.9391 0.3683  -0.13
C: -5.5238 0.1530 0.1874  -0.48
O: -5.8100 1.2791 -0.1544  0.07
N: -4.2595 -0.2940 0.4249  0.12
C: -3.0346 0.3829 0.3359  -0.22
C: -2.9661 1.7392 -0.0167  -0.01
C: -1.7591 2.4004 -0.0937  0.00
C: -0.6090 1.6809 0.1876  -0.17
C: -0.6663 0.3126 0.5424  -0.22
C: -1.8865 -0.3436 0.6171  0.04
N: 0.6042 -0.1502 0.7670  0.17
C: 1.3910 0.8730 0.5732  -0.30
C: 2.8736 0.8250 0.7069  -0.10
N: 3.4999 1.0559 -0.5945  -0.17
C: 3.1590 0.0497 -1.5939  -0.14
C: 4.2361 -1.0515 -1.7123  -0.13
N: 4.9084 -1.2073 -0.4463  -0.07
C: 4.6679 -2.1662 0.4841  -0.52
C: 3.6988 -3.2615 0.0997  0.01
O: 5.2135 -2.1377 1.5713  0.04
C: 5.6809 -0.0373 -0.0700  -0.12
C: 4.9358 1.2377 -0.5187  -0.16
N: 0.7245 2.0079 0.2085  -0.02
C: 1.3025 3.2857 -0.0950  -0.01
H: -8.6237 -2.5302 -0.5882  0.07
H: -7.4285 -3.5736 0.1820  0.07
H: -7.6357 -3.6125 -1.5699  0.07
H: -6.7967 -1.2799 -1.7411  0.12
H: -5.5991 -2.3269 -0.9802  0.11
H: -7.5406 -0.4593 0.4692  0.12
H: -6.3627 -1.5119 1.2757  0.12
H: -4.1684 -1.2613 0.7037  0.14
H: -3.8826 2.2638 -0.2256  0.10
H: -1.7245 3.4458 -0.3600  0.11
H: -1.9291 -1.3865 0.8917  0.12
H: 3.2051 1.6260 1.3755  0.13
H: 3.1332 -0.1374 1.1647  0.13
H: 3.0451 0.5529 -2.5612  0.12
H: 2.1979 -0.3887 -1.3226  0.11
H: 3.7887 -1.9877 -2.0368  0.11
H: 4.9912 -0.7610 -2.4521  0.12
H: 3.6406 -3.9603 0.9297  0.09
H: 4.0366 -3.7933 -0.7869  0.08
H: 2.7099 -2.8437 -0.0791  0.08
H: 5.8037 -0.0694 1.0146  0.12
H: 6.6747 -0.0797 -0.5318  0.13
H: 5.2683 1.5402 -1.5162  0.12
H: 5.1529 2.0563 0.1707  0.12
H: 2.2890 3.1354 -0.5320  0.08
H: 1.3921 3.8979 0.8072  0.10
H: 0.6663 3.8067 -0.8096  0.09

- Energy relative to the best compared isomer or geometry (same formula, charge and spin): 25.8 kJ/mol
- Structure (SMILES): CCCC(=O)Nc1ccc2c(c1)nc(CN1CCN(C(C)=O)CC1)n2C
- LUMO energy: 0.650 eV
- DFT total energy: -31688.1894 eV
- HOMO level: -7.933 eV


(4)
Computed, not measured: the molecule C22H27N3O4S in a non-equilibrium geometry, with wB97M-V/def2-TZVPD.

Last column: Löwdin charge in e.
Cartesian coordinates (Å):
O: 1.6849 2.0543 -2.1103  0.06
C: 2.0034 1.4502 -1.1024  -0.44
N: 1.1373 0.9591 -0.1929  0.15
C: -0.2654 1.0314 -0.2152  -0.22
C: -0.9949 1.6411 -1.2320  0.00
C: -2.3723 1.6713 -1.1765  -0.01
C: -3.0785 1.0893 -0.1200  -0.23
N: -4.4681 1.1996 -0.0751  -0.11
C: -5.1775 0.8508 1.1371  -0.16
C: -6.5421 1.5489 1.1183  -0.20
O: -7.2957 1.2021 -0.0191  -0.13
C: -6.5945 1.5383 -1.1937  -0.19
C: -5.2407 0.8290 -1.2454  -0.14
C: -2.3361 0.4768 0.8920  -0.02
C: -0.9564 0.4546 0.8471  -0.03
C: 3.4960 1.2289 -0.8190  -0.19
C: 4.0236 2.1970 0.2567  -0.14
C: 3.9634 1.6211 1.6682  -0.16
C: 4.7030 0.2866 1.6903  -0.19
N: 4.0700 -0.6683 0.8036  -0.23
S: 2.8938 -1.5781 1.5635  0.71
O: 3.5468 -2.2652 2.6343  -0.27
O: 1.7511 -0.7697 1.9281  -0.31
C: 2.4104 -2.7461 0.3001  -0.29
C: 3.3158 -3.7317 -0.0457  -0.05
C: 2.9674 -4.6562 -1.0158  -0.06
C: 1.7223 -4.5831 -1.6231  -0.07
C: 0.8207 -3.5945 -1.2619  -0.05
C: 1.1634 -2.6667 -0.2908  -0.05
C: 3.9195 -0.2358 -0.5669  -0.13
H: 1.4924 0.4560 0.6172  0.08
H: -0.4787 2.1019 -2.0568  0.10
H: -2.9085 2.1779 -1.9644  0.11
H: -4.6176 1.2072 2.0022  0.12
H: -5.3310 -0.2379 1.2231  0.13
H: -7.1373 1.2497 1.9827  0.13
H: -6.3853 2.6383 1.1417  0.13
H: -7.2266 1.2289 -2.0278  0.13
H: -6.4368 2.6268 -1.2360  0.13
H: -4.7108 1.1085 -2.1539  0.11
H: -5.4150 -0.2607 -1.2605  0.13
H: -2.8301 0.0008 1.7243  0.10
H: -0.4023 -0.0209 1.6433  0.10
H: 3.9605 1.5224 -1.7678  0.14
H: 3.4602 3.1304 0.1999  0.12
H: 5.0679 2.4276 0.0291  0.12
H: 4.4341 2.3148 2.3664  0.12
H: 2.9323 1.4661 1.9879  0.10
H: 4.6960 -0.1627 2.6837  0.12
H: 5.7413 0.4192 1.3665  0.13
H: 4.2696 -3.7597 0.4561  0.12
H: 3.6627 -5.4322 -1.2971  0.11
H: 1.4524 -5.3040 -2.3800  0.11
H: -0.1484 -3.5429 -1.7337  0.11
H: 0.4769 -1.8923 0.0138  0.10
H: 3.2128 -0.9134 -1.0516  0.12
H: 4.8988 -0.3851 -1.0412  0.13

- Energy relative to the best compared isomer or geometry (same formula, charge and spin): 191.3 kJ/mol
- Structure (SMILES): O=C(Nc1ccc(N2CCOCC2)cc1)[C@H]1CCCN(S(=O)(=O)c2ccccc2)C1
- LUMO energy: 0.333 eV
- DFT total energy: -46747.6805 eV
- HOMO level: -7.407 eV